C14H15BrNO3P | ωB97M-V/def2-TZVPD

XYZ file:
```
35
Properties=species:S:1:pos:R:3:forces:R:3:mulliken_charge:R:1
C -1.207 -2.179 -1.643 0.0 -0.2 -0.1 -0.97
H -1.069 -3.122 -1.105 0.0 0.0 0.0 0.34
O -1.594 -1.146 -0.769 -0.3 -0.2 0.3 -0.09
C -2.786 -1.259 -0.125 0.0 0.1 0.1 1.15
C -3.614 -2.371 -0.123 0.2 0.0 -0.1 -0.71
C -4.789 -2.359 0.613 -0.1 0.0 0.1 -0.73
C -5.149 -1.246 1.347 -0.1 -0.1 0.0 -0.56
C -4.336 -0.123 1.338 0.3 0.1 -0.1 -0.65
C -3.165 -0.128 0.607 -0.3 -0.6 0.0 0.15
O -2.352 0.982 0.620 0.4 0.3 -0.3 -0.16
P -1.779 1.615 -0.758 0.5 1.2 0.5 0.64
O -2.565 1.329 -1.956 -0.1 0.0 -0.3 -0.78
N -0.166 1.176 -0.976 -0.8 0.3 -0.4 -0.19
C 0.820 0.905 -0.053 0.4 0.0 0.4 0.89
C 2.019 0.333 -0.482 0.0 0.0 0.0 -0.41
C 3.018 0.081 0.437 0.1 -0.1 0.0 -0.19
C 2.870 0.378 1.779 0.1 -0.1 0.0 -0.36
C 1.675 0.942 2.196 0.1 0.0 -0.1 -0.94
C 0.660 1.206 1.298 -0.1 0.0 0.0 -0.32
H -0.272 1.625 1.639 0.0 0.0 0.1 0.41
H 1.537 1.175 3.241 0.0 0.0 0.1 0.37
H 3.663 0.170 2.479 0.1 0.0 0.0 0.42
Br 4.645 -0.707 -0.172 -0.2 0.1 0.1 -0.21
H 2.162 0.091 -1.525 0.0 0.0 -0.1 0.41
H -0.018 0.804 -1.903 0.0 -0.1 0.0 0.29
C -1.716 3.374 -0.267 -0.2 -0.8 -0.3 -1.09
H -1.145 3.534 0.641 0.1 0.0 0.1 0.35
H -1.263 3.924 -1.086 0.1 0.0 -0.1 0.34
H -2.736 3.722 -0.128 -0.1 0.0 0.1 0.35
H -4.603 0.765 1.889 0.0 0.1 0.1 0.44
H -6.063 -1.241 1.919 -0.1 0.0 0.1 0.38
H -5.424 -3.232 0.606 -0.1 -0.1 0.0 0.38
H -3.353 -3.250 -0.690 0.1 -0.1 -0.1 0.41
H -0.254 -1.872 -2.070 0.0 0.0 0.0 0.23
H -1.938 -2.314 -2.445 0.0 0.0 0.0 0.39
```
Forces are in eV/Å.

Summary:
E_HOMO, eV: -8.49
Relative energy (zero: lowest compared OMol25 entry of this formula, charge and spin), eV: 0.0597
Molar mass, g/mol: 356.2
LUMO level, eV: 0.7
E, a.u.: -3738.4116
Net charge: 0

C14H16N2O3 | ωB97M-V/def2-TZVPD

XYZ file:
```
35
Properties=species:S:1:pos:R:3:forces:R:3:mulliken_charge:R:1
C 3.647 0.283 1.770 0.0 0.3 0.5 -0.28
C 2.673 -0.203 0.697 0.1 -1.1 -1.5 0.44
O 2.975 -0.998 -0.198 -0.8 1.1 1.4 -0.66
N 1.460 0.444 0.902 0.3 0.5 0.6 0.16
C 1.649 1.427 1.857 0.3 0.6 0.9 0.42
O 0.893 2.300 2.238 0.3 -1.0 -0.6 -0.59
O 2.907 1.361 2.415 0.5 -0.9 -0.6 -0.41
H 3.926 -0.517 2.499 -0.6 0.5 -0.5 0.24
H 4.623 0.634 1.363 -0.9 0.1 0.0 0.26
C -0.645 -0.026 -3.375 -0.9 0.7 0.2 -0.56
C 0.576 0.909 -3.349 0.3 -0.5 -0.3 -0.58
C 0.769 1.325 -1.905 -1.1 -0.1 1.1 -0.56
N -0.083 0.387 -1.127 0.3 -0.1 -1.5 0.30
C -0.211 0.601 0.179 2.1 1.1 0.9 -0.66
C -1.045 -0.292 0.993 -0.2 -0.2 0.2 0.32
C -1.009 -1.691 0.843 -0.1 0.5 0.4 -0.15
C -1.959 -2.447 1.536 0.3 -0.1 -0.5 -0.79
C -2.914 -1.806 2.331 -0.2 0.1 -0.2 -0.37
C -2.881 -0.421 2.520 -0.6 0.1 0.3 -0.61
C -1.909 0.335 1.891 0.4 0.3 -0.5 -0.25
C -0.979 -0.435 -1.938 0.2 -0.6 0.4 -0.52
H -1.482 0.599 -3.724 0.1 -0.6 -0.2 0.27
H -0.531 -0.908 -3.996 0.0 0.1 -0.3 0.35
H 1.467 0.380 -3.724 -0.3 0.4 0.1 0.34
H 0.348 1.777 -3.969 0.4 -0.1 -0.1 0.30
H 1.812 1.264 -1.565 -0.3 0.0 0.0 0.16
H 0.360 2.327 -1.652 0.5 -0.2 -0.5 0.34
H -0.223 1.694 0.445 -0.2 -1.1 0.1 0.70
H -0.223 -2.142 0.218 -0.6 0.1 0.3 0.47
H -1.986 -3.535 1.368 0.0 0.6 0.3 0.35
H -3.730 -2.389 2.755 0.3 0.1 0.1 0.37
H -3.661 0.101 3.100 0.5 -0.5 -0.1 0.35
H -1.764 1.423 2.031 -0.5 -0.8 0.0 0.36
H -2.038 -0.247 -1.672 0.5 0.0 -0.2 0.26
H -0.813 -1.513 -1.753 0.0 0.5 -0.3 0.23
```
Forces are in eV/Å.

Summary:
E_HOMO, eV: -8.90
Relative energy (zero: lowest compared OMol25 entry of this formula, charge and spin), eV: 1.5248
Molar mass, g/mol: 260.3
LUMO level, eV: 0.5
E, a.u.: -878.3016
Net charge: 0

C40H38BrMoN4O5Te | ωB97M-V/def2-TZVPD

XYZ file:
```
90
Properties=species:S:1:pos:R:3:forces:R:3:mulliken_charge:R:1
Mo -1.872 -0.330 0.591 -0.9 0.9 0.2 0.08
C -2.445 -5.014 -0.455 0.0 0.0 -0.1 -1.69
C -2.897 -3.596 -0.607 -0.5 0.2 1.0 0.58
C -2.769 -2.938 -1.842 -0.1 0.7 -0.4 -0.62
C -3.147 -1.623 -1.990 0.2 -0.7 -0.4 -1.04
C -3.661 -0.885 -0.902 -0.3 -0.1 0.3 -0.35
C -3.882 -1.560 0.323 -0.1 0.0 -0.3 -0.62
C -3.483 -2.910 0.444 0.0 -0.9 -0.5 -0.47
H -2.948 -5.662 -1.174 0.0 0.0 0.0 0.46
H -2.637 -5.392 0.547 0.0 0.0 0.0 0.35
H -1.372 -5.089 -0.651 0.0 0.0 0.0 0.31
H -2.394 -3.488 -2.697 0.0 0.0 0.0 0.47
H -3.123 -1.154 -2.965 0.0 0.0 0.0 0.79
H -4.225 0.012 -1.129 0.2 0.1 0.1 0.68
H -4.655 -1.198 0.993 0.2 0.2 0.2 1.04
H -3.696 -3.441 1.365 0.0 0.0 0.0 0.45
O 0.498 0.246 5.964 0.2 0.0 0.4 -0.52
C -0.766 -0.103 6.051 -0.2 0.0 -0.1 0.40
O -1.327 -0.341 7.083 0.0 0.0 0.0 -0.55
C -1.549 -0.206 4.769 0.2 0.0 -0.1 0.06
C -2.889 -0.541 4.760 0.0 0.1 -0.1 -0.34
N -3.293 -0.555 3.483 -0.1 -0.2 0.3 -0.63
N -2.296 -0.244 2.644 0.4 -0.5 0.2 0.99
C -1.221 -0.031 3.420 -0.2 0.1 0.3 -1.18
C 0.037 0.395 2.741 0.1 0.0 -0.4 1.09
O 1.042 0.638 3.374 0.1 0.1 0.0 -0.86
O -0.080 0.489 1.444 -0.2 0.1 0.2 1.17
H 0.799 0.442 5.051 0.0 -0.1 -0.2 0.44
H -3.537 -0.754 5.596 -0.1 0.0 -0.1 0.58
H -4.220 -0.749 3.144 0.0 -0.1 -0.1 0.11
C 4.768 5.329 -0.540 0.0 0.0 0.0 -1.61
C 3.814 4.175 -0.605 0.0 0.0 0.0 0.52
C 3.992 3.042 0.172 0.0 0.0 0.0 -0.82
C 3.128 1.951 0.121 -0.2 -0.3 0.0 1.38
C 3.408 0.780 1.019 0.1 0.0 0.1 -1.79
C 2.055 2.025 -0.770 0.0 0.2 0.1 0.97
Te 0.651 0.497 -1.218 1.1 0.2 -1.2 0.66
N -0.691 -1.621 -0.013 0.3 -0.7 0.7 0.00
C 0.549 -1.917 0.110 0.3 0.0 -0.1 0.78
O 1.473 -1.154 -0.521 -0.3 -0.1 0.4 -0.81
C 1.064 -3.026 0.911 0.0 -0.1 -0.1 0.31
C 0.232 -3.606 1.875 0.0 0.1 -0.1 -0.15
C 0.686 -4.667 2.634 0.0 0.0 0.0 -0.98
C 1.972 -5.158 2.437 0.0 0.1 0.0 -0.52
C 2.807 -4.573 1.495 0.1 0.0 0.0 -0.81
C 2.360 -3.511 0.729 0.0 0.1 -0.1 -0.25
C 1.613 0.037 -3.057 -0.2 0.1 0.0 0.84
C 3.003 -0.032 -2.998 -0.1 0.0 0.0 -0.67
C 3.711 -0.350 -4.142 0.1 0.0 0.1 -0.87
C 3.028 -0.583 -5.328 0.0 0.0 -0.1 -0.72
C 1.645 -0.525 -5.370 0.0 0.0 0.0 -0.79
C 0.904 -0.223 -4.230 -0.2 0.1 0.2 0.51
C -0.601 -0.172 -4.272 0.2 0.1 -0.1 -0.88
C 1.821 3.171 -1.559 -0.1 -0.2 0.0 0.81
C 0.692 3.281 -2.560 0.2 -0.1 0.0 -2.25
C 2.710 4.225 -1.455 0.0 0.0 0.1 -0.93
H 5.678 5.068 -0.005 0.0 0.0 0.0 0.39
H 4.302 6.176 -0.032 0.0 0.0 0.0 0.32
H 5.040 5.662 -1.541 0.0 0.0 0.0 0.39
H 4.839 2.981 0.847 0.0 0.0 0.0 0.47
H 3.189 1.045 2.052 -0.1 0.0 0.0 0.47
H 4.464 0.513 0.970 0.0 0.0 0.0 0.58
H 2.817 -0.093 0.769 0.1 0.0 0.1 -0.06
H -0.757 -3.193 2.033 -0.1 -0.1 0.0 0.36
H 0.041 -5.118 3.377 0.0 0.0 0.0 0.46
H 2.325 -5.996 3.023 0.0 0.0 0.0 0.44
H 3.812 -4.951 1.360 0.0 0.0 0.0 0.45
H 3.004 -3.057 -0.012 0.0 0.0 0.0 0.50
H 3.520 0.155 -2.066 0.1 0.0 0.0 0.46
H 4.791 -0.405 -4.110 0.0 0.0 0.0 0.48
H 3.579 -0.815 -6.230 0.0 0.0 0.0 0.43
H 1.126 -0.721 -6.300 0.0 0.0 0.0 0.51
H -0.997 -0.892 -4.987 0.0 0.0 0.0 0.56
H -0.958 0.817 -4.569 0.0 0.0 0.0 0.37
H -1.012 -0.411 -3.291 -0.2 0.0 0.0 -0.44
H -0.192 2.698 -2.276 -0.1 0.0 -0.1 0.34
H 1.020 2.945 -3.547 -0.1 -0.1 0.0 0.39
H 0.362 4.314 -2.659 0.0 0.0 0.0 0.58
H 2.549 5.109 -2.063 0.0 0.0 0.0 0.55
Br -4.205 6.117 0.500 0.1 -0.2 0.0 -0.05
C -3.581 4.355 0.586 0.0 0.0 0.0 0.01
C -2.223 4.070 0.495 -0.1 0.2 0.0 -1.14
C -1.814 2.756 0.543 0.1 0.0 0.1 -0.63
N -2.657 1.711 0.673 0.1 1.0 -0.4 0.48
C -3.962 2.013 0.791 -0.1 -0.2 0.0 -0.23
C -4.464 3.294 0.751 -0.1 0.1 0.0 -0.92
H -1.494 4.862 0.398 0.0 0.0 0.0 0.61
H -0.757 2.530 0.510 0.0 -0.1 0.0 0.91
H -4.648 1.184 0.926 0.0 0.0 -0.1 0.37
H -5.527 3.463 0.841 0.0 0.0 0.0 0.49
```
Forces are in eV/Å.

Summary:
E_HOMO (alpha / beta), eV: -13.09 / -12.82
Relative energy (zero: lowest compared OMol25 entry of this formula, charge and spin), eV: 2.0376
Molar mass, g/mol: 958.2
Multiplicity: 2
LUMO level (alpha / beta), eV: -6.8 / -6.5
E, a.u.: -5052.0021
Net charge: +2